C2H2N2O2 | ωB97M-V/def2-TZVPD

Summary:
HOMO level, eV: -10.33
E_LUMO, eV: -0.35
Gap between HOMO and LUMO, eV: 10.0
Largest force on an atom, eV Å⁻¹: 0.5
Relative energy (zero: lowest compared OMol25 entry of this formula, charge and spin), kcal/mol: 104.8

Each line ends with the natural charge from an NBO analysis.
Atoms and positions in Å:
O -0.99564 1.60589 0.85839  -0.468
O 1.45243 -0.91634 -1.20322  -0.562
N -0.51205 -0.66136 -0.00278  -0.633
N 0.43091 1.65673 0.03934  -0.129
C -0.21307 0.55881 0.13074  0.632
C 0.43195 -1.37848 -0.74632  0.523
H -0.73948 1.56849 1.79972  0.507
H 0.14494 -2.43373 -0.87587  0.129